[1]
This record from the Open Molecules 2025 dataset describes a molecular structure, C2ClNO2S at a distorted geometry. The level of theory is ωB97M-V/def2-TZVPD.

Structure (XYZ):
```
7
Properties=species:S:1:pos:R:3:forces:R:3:nbo_charge:R:1
C 1.3852 0.3637 -0.1382 -0.21 -0.17 0.32 0.09
C 0.4853 -0.6344 0.3451 -0.10 -0.11 0.04 -0.18
N 2.1008 1.2631 -0.2552 -0.02 -0.06 -0.20 -0.16
O -2.6469 -1.1390 0.0229 0.76 -0.32 -0.22 -0.84
O -1.9755 1.1522 0.2241 0.20 1.89 0.48 -0.85
S -1.6715 -0.1263 -0.2772 -0.63 -1.47 -0.36 1.76
Cl 0.9122 -2.2138 -0.0378 0.00 0.26 -0.05 0.18
```
Forces are in eV/Å.

**Lowest unoccupied orbital energy (alpha / beta)**: -3.2 / -3.1 eV
**Gap between HOMO and LUMO (alpha / beta)**: 7.03 / 7.06 eV
**Multiplicity**: 1
**Relative energy (zero: lowest compared OMol25 entry of this formula, charge and spin)**: 2.152 eV
**E_HOMO (alpha / beta)**: -0.3765 / -0.3748 hartree
**Total charge**: 0

---

[2]
This record from the Open Molecules 2025 dataset describes a molecular structure, C2CoF3NO6S2 at a distorted geometry. The level of theory is ωB97M-V/def2-TZVPD.

Structure (XYZ):
```
15
Properties=species:S:1:pos:R:3:forces:R:3:lowdin_spin:R:1
N -0.0446 2.0985 -1.1325 -0.24 -1.11 0.21 0.00
S -0.3719 2.4797 0.4653 1.28 -0.05 0.62 0.04
O -1.2891 1.4033 1.0817 0.32 0.20 -0.56 0.13
S 0.2415 0.6330 -1.5997 1.37 0.76 -0.72 0.03
O 0.4219 -0.3811 -0.5140 -0.18 0.47 -0.95 0.16
O 1.2334 0.5697 -2.6731 -1.32 -0.13 1.24 0.01
C -1.3225 0.0510 -2.4324 0.85 0.39 0.57 0.00
F -2.3347 0.0560 -1.5812 -0.38 -0.05 0.19 0.00
F -1.6076 0.8525 -3.4488 -0.17 0.16 -0.33 0.00
F -1.1460 -1.1802 -2.8890 -0.08 -0.48 -0.24 0.00
O 0.3604 4.1065 3.4987 1.53 -0.54 -1.06 0.00
C 0.5408 2.9459 3.5249 -3.24 -0.53 2.25 0.01
O 0.3068 1.8600 3.9389 1.70 0.97 -1.22 0.06
O 0.9894 2.2020 1.2059 -1.66 -0.23 -0.66 0.08
Co 0.1461 0.0063 1.4424 0.21 0.19 0.68 3.47
```
Forces are in eV/Å.

**Lowest unoccupied orbital energy (alpha / beta)**: 3.1 / 3.1 eV
**Gap between HOMO and LUMO (alpha / beta)**: 6.00 / 9.36 eV
**Multiplicity**: 5
**E_HOMO (alpha / beta)**: -0.1048 / -0.2305 hartree
**Total charge**: -1

---

[3]
This record from the Open Molecules 2025 dataset describes a molecular structure, C2F12InN4O16S8 at a distorted geometry. The level of theory is ωB97M-V/def2-TZVPD.

Structure (XYZ):
```
43
Properties=species:S:1:pos:R:3:forces:R:3:nbo_charge:R:1
In -0.4630 -0.0680 0.7574 1.62 -0.80 -0.90 1.81
C -2.8754 -0.3797 -3.4506 0.59 0.17 0.03 0.79
F -2.5484 0.9139 -3.5234 -0.19 -0.46 -0.18 -0.30
F -4.0281 -0.4788 -2.8218 -0.08 -0.09 0.42 -0.29
F -3.0021 -0.9467 -4.6280 0.17 0.34 -0.34 -0.28
S -1.5214 -1.3467 -2.4991 0.25 -1.21 1.03 2.14
O -2.1735 -1.6426 -1.2271 0.53 0.87 -0.17 -0.93
O -1.0632 -2.4319 -3.3253 -0.61 1.22 0.48 -0.84
N -0.2649 -0.3057 -2.0987 -2.41 -0.16 0.45 -1.17
S 0.5701 0.0757 -3.4273 5.31 -0.42 -1.77 2.16
O 1.7967 -0.7128 -3.5340 -1.80 1.06 0.67 -0.87
O -0.1512 0.1984 -4.6715 -0.85 0.18 1.33 -0.87
C 1.2192 1.7907 -2.9349 1.02 -0.13 -0.62 0.75
F 0.1721 2.5580 -2.6558 0.19 0.28 0.25 -0.31
F 2.0647 1.6872 -1.9079 -1.06 -0.06 0.21 -0.29
F 1.9652 2.3598 -3.9119 -1.22 -0.63 0.19 -0.31
N -1.0288 -2.7701 1.0948 -0.90 -0.48 1.27 -1.13
S -0.4244 -4.1244 0.4414 5.04 -1.76 -4.32 2.42
O -1.2073 -4.9643 -0.4146 -0.98 0.91 1.26 -0.84
O 0.5723 -4.7816 1.2274 -0.87 0.77 0.63 -0.84
F 0.4431 -3.3456 -0.6393 -0.23 0.31 0.31 -0.50
S -2.3030 -3.5061 1.8458 -3.45 0.48 2.35 2.42
O -1.9227 -4.4450 2.8596 0.59 0.06 -1.23 -0.84
O -3.4439 -3.8071 1.0273 1.41 0.78 0.48 -0.85
F -2.7002 -2.2772 2.7471 -0.13 0.78 -0.48 -0.49
N -0.8120 2.2526 2.3760 -0.91 3.05 -1.33 -1.14
S -0.5390 2.5120 3.9086 1.96 -4.97 5.72 2.41
O -1.6572 2.9161 4.7095 -0.03 0.96 -1.27 -0.85
O 0.7762 2.8415 4.3446 -0.55 0.58 -0.85 -0.85
F -0.5492 0.9200 4.2024 0.03 -0.39 -0.14 -0.53
S -1.1524 3.9443 2.1276 1.24 2.55 -4.52 2.37
O -0.2999 4.9305 2.7758 -1.48 -2.23 0.22 -0.81
O -2.5183 4.2342 1.8684 0.01 -0.71 0.78 -0.86
F -0.5061 3.9964 0.6623 -0.28 -0.62 0.15 -0.50
N 2.2422 0.4309 0.9940 0.21 1.68 0.52 -1.19
S 3.3928 1.4581 1.6114 -1.58 5.36 4.09 2.42
O 4.3199 2.0722 0.7299 -0.38 -0.87 -0.93 -0.83
O 3.8398 1.1465 2.9167 0.23 -1.43 0.02 -0.86
F 2.3850 2.6561 1.9856 -0.08 -0.68 -1.03 -0.50
S 3.3023 -0.5368 0.3479 -0.25 -5.67 -4.73 2.43
O 4.0428 -1.3589 1.2376 0.09 0.73 0.58 -0.85
O 3.8708 -0.1373 -0.8936 0.47 0.83 0.78 -0.85
F 2.1806 -1.5281 -0.2342 -0.64 -0.16 0.60 -0.53
```
Forces are in eV/Å.

**Lowest unoccupied orbital energy**: -5.6 eV
**Gap between HOMO and LUMO**: 3.58 eV
**Multiplicity**: 1
**E_HOMO**: -0.3357 hartree
**Total charge**: -1

---

[4]
This record from the Open Molecules 2025 dataset describes 2 unconnected molecules or ions with the total composition C2F2IO2 at a distorted geometry. The level of theory is ωB97M-V/def2-TZVPD.

Structure (XYZ):
```
7
Properties=species:S:1:pos:R:3:forces:R:3:nbo_charge:R:1
C 0.1658 1.5135 1.0768 0.27 0.27 0.23 1.04
C 0.3354 -0.8579 -0.6755 0.75 0.70 0.54 0.29
O 1.2574 1.5293 0.7315 1.39 0.02 -0.50 -0.51
O -0.8941 1.5863 1.5075 -1.63 -0.02 0.52 -0.54
F -0.1251 -1.3793 0.5315 -0.24 0.01 -0.24 -0.44
F -0.6368 0.1196 -0.9376 -0.14 -0.33 -0.01 -0.45
I -0.1027 -2.5115 -2.2342 -0.39 -0.65 -0.53 -0.39
```
Forces are in eV/Å.

**Lowest unoccupied orbital energy**: 3.4 eV
**Gap between HOMO and LUMO**: 6.51 eV
**Multiplicity**: 1
**Relative energy (zero: lowest compared OMol25 entry of this formula, charge and spin)**: 0.570 eV
**E_HOMO**: -0.1149 hartree
**Total charge**: -1

---

[5]
This record from the Open Molecules 2025 dataset describes a molecular structure, C2F2IO2 at a distorted geometry. The level of theory is ωB97M-V/def2-TZVPD.

Structure (XYZ):
```
7
Properties=species:S:1:pos:R:3:forces:R:3:nbo_charge:R:1
C -0.0300 -0.4269 1.3143 0.48 1.71 -2.33 0.93
C -0.0023 0.0346 -0.6609 -0.26 -0.61 -0.15 0.38
O -0.5611 -1.4677 1.3240 -0.99 -2.16 0.93 -0.63
O 0.5388 0.4949 1.7861 0.40 0.40 1.21 -0.63
F 1.2678 -0.2399 -1.0992 -0.28 0.19 -0.17 -0.40
F -0.8203 -0.6157 -1.5824 0.57 0.23 0.62 -0.41
I -0.3929 2.2207 -1.0817 0.08 0.24 -0.10 -0.23
```
Forces are in eV/Å.

**Lowest unoccupied orbital energy**: 3.2 eV
**Gap between HOMO and LUMO**: 7.23 eV
**Multiplicity**: 1
**Relative energy (zero: lowest compared OMol25 entry of this formula, charge and spin)**: 0.207 eV
**E_HOMO**: -0.1484 hartree
**Total charge**: -1

---

[6]
This record from the Open Molecules 2025 dataset describes 2 unconnected molecules or ions with the total composition C2F3N3O3 at a distorted geometry. The level of theory is ωB97M-V/def2-TZVPD.

Structure (XYZ):
```
11
Properties=species:S:1:pos:R:3:forces:R:3:nbo_charge:R:1
C -1.0307 1.4957 -0.4244 -0.99 2.23 0.04 0.37
C 1.8569 -0.2748 0.0163 -0.06 1.10 1.77 1.11
N -1.1688 2.6769 -0.4973 0.42 -2.30 -0.10 -0.16
N -0.9760 0.2447 -0.1784 3.75 -0.92 -0.68 -0.16
N -1.8988 -0.8642 0.1585 2.26 0.16 -0.10 0.68
O -2.8553 -0.3789 0.6148 -2.25 0.34 0.50 -0.24
O -1.4511 -1.9436 0.0780 -0.27 -0.27 -0.39 -0.23
O 0.9897 -0.3720 -0.9597 -2.99 0.67 -0.57 -0.41
F 3.0944 -0.1938 -0.4929 -0.19 -1.17 -0.08 -0.29
F 1.6882 -1.2471 0.9363 0.81 -0.40 -0.43 -0.33
F 1.7514 0.8572 0.7486 -0.48 0.54 0.03 -0.34
```
Forces are in eV/Å.

**Lowest unoccupied orbital energy (alpha / beta)**: -5.0 / -5.0 eV
**Gap between HOMO and LUMO (alpha / beta)**: 6.78 / 6.94 eV
**Multiplicity**: 1
**Relative energy (zero: lowest compared OMol25 entry of this formula, charge and spin)**: 2.567 eV
**E_HOMO (alpha / beta)**: -0.4327 / -0.4395 hartree
**Total charge**: 0

---

[7]
This record from the Open Molecules 2025 dataset describes a molecular structure, C2F3NO5PtS at a distorted geometry. The level of theory is ωB97M-V/def2-TZVPD.

Structure (XYZ):
```
13
Properties=species:S:1:pos:R:3:forces:R:3:lowdin_spin:R:1
Pt -0.8141 2.1042 0.7742 -7.14 4.82 4.78 1.99
N 0.0567 0.9039 -1.4213 0.83 -0.77 -0.33 0.03
S 1.2608 0.8504 -0.4199 2.34 0.01 -1.06 0.09
O 2.5622 0.9956 -1.0843 -1.76 -0.19 0.88 0.02
O 1.0062 1.6960 0.8129 6.29 -2.04 -0.90 0.23
C 1.4590 -0.8286 0.4103 -0.20 0.61 -0.42 0.01
F 1.5732 -1.7685 -0.5241 0.06 -0.28 -0.15 0.00
F 0.3940 -1.1079 1.1591 -0.25 -0.14 0.17 0.00
F 2.5392 -0.8766 1.1871 0.16 0.03 0.12 0.01
O -1.1577 1.1448 -0.7382 -0.27 -2.01 -3.14 0.56
O -3.1120 -0.2977 0.8282 0.20 -0.18 -0.94 0.04
C -2.9260 -0.9878 -0.0930 -0.57 -0.32 1.42 0.01
O -2.8416 -1.8279 -0.8910 0.30 0.46 -0.44 0.00
```
Forces are in eV/Å.

**Lowest unoccupied orbital energy (alpha / beta)**: 3.1 / 2.6 eV
**Gap between HOMO and LUMO (alpha / beta)**: 5.66 / 7.98 eV
**Multiplicity**: 4
**E_HOMO (alpha / beta)**: -0.0923 / -0.1973 hartree
**Total charge**: -1

---

[8]
This record from the Open Molecules 2025 dataset describes 2 unconnected molecules or ions with the total composition C2F3OP at a distorted geometry. The level of theory is ωB97M-V/def2-TZVPD.

Structure (XYZ):
```
7
Properties=species:S:1:pos:R:3:forces:R:3:nbo_charge:R:1
C -0.3987 -0.9669 0.7272 -1.75 -0.23 -0.55 0.74
C 0.1716 0.0476 0.0713 -1.93 1.66 -2.21 -0.22
O 1.2802 1.9251 -1.3936 0.32 0.42 -0.32 -0.89
F 0.0835 -1.8642 1.5665 0.12 1.23 -0.80 -0.26
F -1.6790 -1.1697 0.5026 0.66 -0.32 0.46 -0.25
F -1.1033 0.9761 -1.1862 2.17 -2.47 3.01 -0.44
P 1.6458 1.0520 -0.2877 0.41 -0.30 0.42 1.33
```
Forces are in eV/Å.

**Lowest unoccupied orbital energy (alpha / beta)**: -2.2 / -2.2 eV
**Gap between HOMO and LUMO (alpha / beta)**: 8.59 / 8.59 eV
**Multiplicity**: 1
**Relative energy (zero: lowest compared OMol25 entry of this formula, charge and spin)**: 3.176 eV
**E_HOMO (alpha / beta)**: -0.3956 / -0.3955 hartree
**Total charge**: 0

---

Question: Which value of multiplicity does entry 1 give?
Answer: 1

---

Question: total charge of number 3 (C2F12InN4O16S8)?
Answer: -1

---

Question: Number 6 is which compound?
Answer: C2F3N3O3

---

Question: Look up the multiplicity of the fourth one.
Answer: 1